29
Properties=species:S:1:pos:R:3 method="wB97M-V/def2-TZVPD" fmax_ev_per_a=4.67 e_above_lowest_ev=1.683 homo_lumo_gap_ev=9.08 e_tot_ha=-638.7353 mol_weight_g_mol=158.96 charge=-1
B -0.3661 -0.1706 0.6444
H 0.3638 0.2692 -0.0175
H -0.7215 -1.1495 0.3623
H 0.1024 -0.3492 1.5998
H -1.2648 0.4192 0.7375
O -4.1220 -0.6865 2.1862
H -3.8731 -1.5862 2.3980
H -3.3971 -0.3555 1.6558
O 4.8867 0.3142 -1.8358
H 4.0657 0.2653 -2.3255
H 5.5625 0.0973 -2.4781
O 1.8288 -2.9791 1.8594
H 1.1780 -2.7342 1.2015
H 1.9140 -2.2031 2.4132
O 3.0529 1.9815 0.8828
H 3.7695 1.5982 0.3771
H 2.3043 1.4108 0.7089
O 1.4157 0.7295 -3.4220
H 0.9587 1.2884 -4.0505
H 0.7835 0.5958 -2.7158
O -2.7390 -2.4673 -1.9278
H -2.1608 -2.1967 -1.2145
H -2.4818 -3.3699 -2.1160
O -0.9392 2.1420 3.3986
H -0.8228 1.7210 2.5469
H -1.1979 1.4307 3.9846
O -2.5337 2.3272 -1.7380
H -2.1531 1.6507 -1.1779
H -3.4134 2.0069 -1.9373